No. 1
Density functional theory data (wB97M-V/def2-TZVPD) for 2 unconnected molecules or ions with the total composition C5H10N2O in a non-equilibrium geometry.

DFT total energy: -380.667639 a.u.
Multiplicity: 2
Charge: +1
Relative energy (zero: lowest compared OMol25 entry of this formula, charge and spin): 195.8 kcal per mole
E_HOMO (spin up / spin down): -13.951 / -14.007 eV

Last column: Mulliken charge in e.
Atoms and positions in Å:
O -2.171 -1.459 0.636  -0.46
H -0.950 1.604 0.946  0.30
H 3.240 0.288 -1.467  0.30
H -0.171 0.003 1.679  0.40
C -1.828 -0.191 0.254  0.90
N -2.828 0.695 -0.008  -0.57
C 3.024 0.553 -0.428  -0.43
H 2.224 0.215 1.400  0.29
H -3.064 -1.604 0.294  0.35
C 2.590 -0.299 0.485  -0.20
H 1.280 -0.730 -0.346  0.25
H -0.485 0.953 -1.176  0.34
C -0.528 0.035 -0.556  -0.19
H 3.283 1.598 -0.219  0.28
H -0.055 -1.865 -0.490  0.39
H -3.208 0.651 -0.968  0.29
N 0.319 -1.023 -0.941  -0.45
C -0.670 0.574 0.907  -0.79

No. 2
Density functional theory data (wB97M-V/def2-TZVPD) for a single C5H10N2O2 molecule.

DFT total energy: -456.385847 a.u.
Relative energy (zero: lowest compared OMol25 entry of this formula, charge and spin): 105.6 kcal per mole
E_HOMO (spin up / spin down): -8.197 / -8.197 eV

Last column: Mulliken charge in e.
Atoms and positions in Å:
H -1.556 -0.684 -1.850  0.24
H 1.249 0.980 1.407  0.32
H 1.020 -1.802 -1.956  0.36
H 0.283 0.850 2.851  0.37
C 0.224 1.127 1.790  -1.14
H -1.591 0.881 -2.485  0.28
O 1.889 -0.563 -0.093  -0.75
N 0.563 1.567 -1.403  -0.78
C -0.638 0.161 1.113  0.34
H -0.099 2.159 1.681  0.30
H -0.998 -1.914 0.728  0.27
C -0.119 0.538 -1.141  0.04
N -1.367 0.296 -1.689  -0.44
H 1.442 1.533 -0.878  0.33
H 0.463 -1.580 1.748  0.32
C -0.204 -1.214 0.971  -0.78
H -1.622 0.452 0.770  0.42
C 0.696 -0.879 -0.310  0.85
O 0.363 -1.908 -1.252  -0.57

No. 3
Density functional theory data (wB97M-V/def2-TZVPD) for a single C5H10N2O2 molecule.

DFT total energy: -456.492943 a.u.
SMILES string: [H]/N=C(N)/C(O)=C(\C)CO
Relative energy (zero: lowest compared OMol25 entry of this formula, charge and spin): 38.4 kcal per mole
E_HOMO: -8.359 eV

Last column: Mulliken charge in e.
Atoms and positions in Å:
H 1.078 1.279 2.560  0.24
C -1.655 0.517 -1.302  -0.77
C -0.399 -0.090 -0.711  0.64
H 2.835 -1.314 1.097  0.19
O -0.476 1.410 1.141  -0.66
H -1.334 1.611 0.726  0.46
H 0.311 -2.094 -0.888  0.30
N 2.015 -1.052 0.554  -0.60
N 1.603 0.463 2.297  -0.41
H -2.938 0.066 0.101  0.32
C 1.332 -0.124 1.094  -0.06
H 1.260 -0.925 -1.754  0.30
H -2.085 -0.169 -2.041  0.42
H 2.497 0.309 2.730  0.21
O -2.645 0.870 -0.344  -0.60
H -0.326 -1.402 -2.396  0.40
C 0.239 -1.193 -1.492  -1.41
H -1.417 1.456 -1.817  0.22
C 0.106 0.382 0.443  0.82

No. 4
Density functional theory data (wB97M-V/def2-TZVPD) for 2 unconnected molecules or ions with the total composition C5H10N2O2 in a non-equilibrium geometry.

DFT total energy: -456.440560 a.u.
SMILES string: COC(C)=O.C=NN=C
Relative energy (zero: lowest compared OMol25 entry of this formula, charge and spin): 71.3 kcal per mole
E_HOMO: -9.687 eV

Last column: Mulliken charge in e.
Atoms and positions in Å:
H -0.575 -1.552 -2.829  0.27
O -0.173 -0.021 -1.521  -0.30
N -0.483 -0.909 1.769  -0.39
C -2.084 0.502 1.216  -0.28
H 0.662 -1.973 -1.623  0.34
C 1.009 0.418 -1.012  0.84
H 1.264 -1.965 2.125  0.27
C 0.924 1.874 -0.659  -0.91
C -0.269 -1.423 -1.788  -0.71
H -1.047 -1.843 -1.144  0.23
H 1.542 2.453 -1.348  0.33
H -2.566 1.486 1.110  0.28
H -0.108 2.231 -0.721  0.27
H 1.399 -0.096 2.257  0.33
N -0.907 0.416 1.738  -0.32
C 0.771 -0.983 2.066  -0.25
H -2.647 -0.373 0.849  0.34
O 2.021 -0.253 -0.857  -0.60
H 1.267 2.012 0.370  0.25

No. 5
Density functional theory data (wB97M-V/def2-TZVPD) for 2 unconnected molecules or ions with the total composition C5H10N2O2 in a non-equilibrium geometry.

DFT total energy: -456.406821 a.u.
SMILES string: [H]/N=C(/C)C(C)=O.NC=O
Relative energy (zero: lowest compared OMol25 entry of this formula, charge and spin): 92.5 kcal per mole
E_HOMO: -7.474 eV

Last column: Mulliken charge in e.
Atoms and positions in Å:
H 0.571 3.042 0.756  0.27
C 0.250 -1.663 -1.097  0.19
N 1.133 -2.310 -1.871  -0.34
H -1.976 0.495 2.179  0.35
C -1.615 -0.202 1.425  -1.20
H 1.386 -0.527 1.625  0.28
C 0.684 2.462 -0.159  -1.22
N 0.807 0.308 1.617  -0.71
C -0.373 1.382 -0.241  0.63
O 0.261 -1.841 0.140  -0.64
H 1.666 1.994 -0.114  0.33
H 0.930 -2.576 -2.818  0.23
O -1.447 1.631 -0.745  -0.56
H 0.592 3.157 -0.992  0.37
C -0.265 0.227 0.938  0.80
H -2.336 -0.250 0.612  0.31
H -0.672 -1.376 -1.620  0.33
H -1.539 -1.218 1.809  0.33
H 1.942 -2.735 -1.443  0.25

No. 6
Density functional theory data (wB97M-V/def2-TZVPD) for a molecular structure, C5H10N2O2 in a non-equilibrium geometry.

DFT total energy: -456.365353 a.u.
Relative energy (zero: lowest compared OMol25 entry of this formula, charge and spin): 118.5 kcal per mole
E_HOMO: -7.684 eV

Last column: Mulliken charge in e.
Atoms and positions in Å:
N 0.385 0.324 1.966  -0.64
C 1.722 0.278 -0.195  -0.16
C -1.313 -0.479 0.154  0.35
C 0.519 -0.378 0.760  0.20
H 0.346 -1.368 -1.959  0.34
H 1.993 1.230 0.307  0.38
H -0.805 -0.171 -2.560  0.40
O -1.716 -1.459 -0.401  -0.56
H -0.152 1.398 -0.640  0.41
C 0.281 0.417 -0.781  0.22
C 0.169 -0.303 -2.092  -1.49
H -1.650 1.098 1.421  0.26
N -2.080 0.414 0.819  -0.39
H -3.044 0.172 0.985  0.26
O 2.599 -0.420 -0.759  -0.73
H 1.197 0.841 2.275  0.18
H 0.596 -1.456 0.710  0.35
H 0.970 0.068 -2.737  0.40
H -0.019 -0.206 2.728  0.23

No. 7
Density functional theory data (wB97M-V/def2-TZVPD) for a molecular structure, C5H10N2O2S in a non-equilibrium geometry.

DFT total energy: -854.395611 a.u.
Multiplicity: 3
Relative energy (zero: lowest compared OMol25 entry of this formula, charge and spin): 67.1 kcal per mole
E_HOMO (spin up / spin down): -5.671 / -9.341 eV

Last column: Mulliken charge in e.
Atoms and positions in Å:
C -0.386 0.248 -2.364  -0.75
H -1.146 0.854 -2.964  0.26
H 0.454 0.421 2.002  0.28
H 0.563 0.145 -3.031  0.31
C -0.044 -0.090 1.134  0.81
S -1.065 1.886 -0.257  0.03
C -1.389 0.477 0.856  -0.74
H -1.824 0.857 1.841  0.45
H -2.187 -0.225 0.356  0.31
H 1.345 -0.844 -0.551  0.53
H 0.482 -2.026 2.091  0.50
C -0.247 -1.596 1.517  -1.81
H -0.752 -0.827 -2.291  0.29
O 1.979 1.867 0.855  -0.69
H -1.110 -1.741 2.148  0.41
O 2.816 0.847 -0.859  -0.72
H -0.349 -2.280 0.717  0.44
N 1.982 0.981 0.043  1.02
N -0.023 1.034 -1.236  -0.02
C 0.900 0.014 -0.007  -0.91

No. 8
Density functional theory data (wB97M-V/def2-TZVPD) for 2 unconnected molecules or ions with the total composition C5H10N2O3 in a non-equilibrium geometry.

DFT total energy: -531.445487 a.u.
Relative energy (zero: lowest compared OMol25 entry of this formula, charge and spin): 225.6 kcal per mole
E_HOMO (spin up / spin down): -9.210 / -8.508 eV

Last column: Mulliken charge in e.
Atoms and positions in Å:
O 4.591 0.719 -0.026  -0.44
H -1.374 -2.857 0.899  0.26
H -2.303 -2.886 -0.730  0.26
O 1.364 -1.402 -0.118  -0.53
C -0.578 0.019 0.121  0.37
H 0.978 2.856 0.697  0.28
H -0.088 3.278 -0.690  0.25
N 3.609 -0.015 -0.227  0.65
H -2.101 -0.879 1.116  0.40
C -0.779 1.487 0.210  -0.52
C -1.435 -2.406 -0.146  -0.98
H 1.110 1.801 -0.813  0.24
H -2.417 -0.517 -0.472  0.48
H -1.093 1.625 1.166  0.36
C -1.746 -0.937 0.163  -0.81
O 3.331 -1.145 0.075  -0.24
H -1.556 1.932 -0.462  0.34
N 0.579 -0.446 -0.084  0.19
H -0.489 -2.625 -0.591  0.36
C 0.398 2.398 -0.088  -0.92

No. 9
Density functional theory data (wB97M-V/def2-TZVPD) for a single C5H10N2O3 molecule in a non-equilibrium geometry.

DFT total energy: -531.664321 a.u.
SMILES string: C[C@H](N)C(=O)NCC(=O)O
Relative energy (zero: lowest compared OMol25 entry of this formula, charge and spin): 88.3 kcal per mole
E_HOMO: -9.876 eV

Last column: Mulliken charge in e.
Atoms and positions in Å:
H 0.922 0.294 0.839  0.38
N 0.465 0.755 -0.030  -0.34
H 1.111 -2.569 0.765  0.23
H -1.893 -2.297 -1.263  0.29
H -1.405 -3.460 0.378  0.30
H -0.669 2.592 -0.242  0.42
H -2.578 -1.470 0.312  0.24
C 0.182 2.171 0.176  -0.15
O -1.811 0.200 -0.943  -0.64
C -0.279 -1.524 -0.255  0.47
O 1.402 4.172 0.014  -0.52
H 0.252 2.384 1.291  0.24
C -0.619 -0.014 -0.490  0.07
N 0.531 -1.799 0.858  -0.70
C 1.256 3.022 -0.251  0.29
O 2.463 2.325 -0.651  -0.54
H 2.122 1.354 -0.775  0.43
C -1.636 -2.279 -0.146  -0.98
H -0.118 -2.132 1.590  0.24
H 0.302 -1.727 -1.179  0.27

No. 10
Density functional theory data (wB97M-V/def2-TZVPD) for a molecular structure, C5H10N2S in a non-equilibrium geometry.

DFT total energy: -704.040111 a.u.
Relative energy (zero: lowest compared OMol25 entry of this formula, charge and spin): 115.3 kcal per mole
E_HOMO: -8.107 eV

Last column: Mulliken charge in e.
Atoms and positions in Å:
C 0.942 0.017 1.393  -0.75
H -0.833 -1.380 0.822  0.39
S 0.108 1.438 -0.604  -0.26
C -1.030 -0.552 0.156  -0.71
H 0.607 -2.294 -0.648  0.20
H -2.907 0.394 0.123  0.34
C 1.159 -1.293 -0.801  -0.64
H 2.042 -1.295 -1.448  0.37
H 2.879 -0.591 0.595  0.28
H -0.375 -0.286 -2.220  0.44
C -0.081 -0.390 -1.115  -0.04
N -2.480 -0.707 0.059  -0.70
N 1.662 -0.489 0.297  -0.27
H -2.786 -1.132 1.003  0.35
C -0.310 0.655 0.859  -0.27
H 0.552 -0.589 2.396  0.19
H -0.674 1.176 1.648  0.60
H 1.415 0.741 1.951  0.47

No. 11
Density functional theory data (wB97M-V/def2-TZVPD) for a single C5H10N2S molecule in a non-equilibrium geometry.

DFT total energy: -704.150283 a.u.
SMILES string: N[C@H]1CCC/C1=N\S
Relative energy (zero: lowest compared OMol25 entry of this formula, charge and spin): 46.1 kcal per mole
E_HOMO: -9.000 eV

Last column: Mulliken charge in e.
Atoms and positions in Å:
H -2.261 -1.174 1.382  0.29
H 0.822 1.457 0.918  0.39
C 0.075 -0.243 -0.201  0.33
H -2.310 0.881 -1.498  0.31
H -1.488 1.370 1.462  0.21
S 2.611 0.049 0.050  -0.18
N -1.833 -1.667 0.507  -0.64
N 1.127 -0.884 -0.211  -0.69
H -1.561 2.678 0.278  0.34
H -3.238 0.373 -0.084  0.40
C -1.332 1.580 0.372  -0.68
H 0.541 1.949 -0.702  0.38
H -1.641 -1.206 -1.466  0.20
H 3.379 -1.020 -0.046  0.16
H -0.980 -2.266 0.914  0.31
C -1.342 -0.794 -0.466  0.32
C 0.085 1.261 0.059  -0.53
C -2.170 0.535 -0.435  -0.95

No. 12
Density functional theory data (wB97M-V/def2-TZVPD) for a single C5H10N2S molecule in a non-equilibrium geometry.

DFT total energy: -704.080552 a.u.
SMILES string: CC1(C)CN(S)C=N1
Relative energy (zero: lowest compared OMol25 entry of this formula, charge and spin): 89.9 kcal per mole
E_HOMO: -9.570 eV

Last column: Mulliken charge in e.
Atoms and positions in Å:
H -2.075 0.897 -0.750  0.36
H 1.843 1.797 -0.059  0.38
N 0.934 -1.565 0.181  -0.25
C -0.057 0.641 0.055  1.95
C -1.067 1.435 -0.648  -1.58
S 0.301 -3.265 -0.258  -0.19
N -0.630 -0.034 1.184  -0.59
C 0.314 -0.530 -0.836  -0.75
C 1.187 1.280 0.560  -1.35
H -0.556 -0.906 -1.520  0.27
H 0.635 2.023 1.274  0.30
H -1.246 2.257 0.098  0.31
H 1.849 0.535 1.202  0.27
H 1.145 -0.409 -1.597  0.31
H -0.254 -1.992 1.942  0.41
H -1.229 -3.088 -0.314  0.17
C -0.103 -1.164 1.120  -0.29
H -0.991 2.089 -1.634  0.26

No. 13
Density functional theory data (wB97M-V/def2-TZVPD) for a single C5H10N2S molecule in a non-equilibrium geometry.

DFT total energy: -704.124584 a.u.
SMILES string: [H]/N=N/[C@@H]1CCS[C@H]1C
Relative energy (zero: lowest compared OMol25 entry of this formula, charge and spin): 62.3 kcal per mole
E_HOMO: -8.559 eV

Last column: Mulliken charge in e.
Atoms and positions in Å:
C -0.006 -0.581 0.102  0.44
H 1.071 -0.728 -0.187  0.29
C -0.011 -0.136 1.594  -1.01
H 0.868 -0.633 1.968  0.35
H -0.755 -3.633 0.330  0.23
N -0.200 -2.761 0.265  -0.70
C 0.128 1.527 1.676  -0.45
H -0.955 -0.553 1.924  0.40
C 0.111 0.490 -2.207  -1.36
H 0.106 -0.516 -2.794  0.31
H 1.171 0.729 -2.085  0.37
S -0.283 2.099 0.030  -0.24
N -0.822 -1.745 -0.050  -0.07
H -1.695 0.439 -1.112  0.29
H -0.590 1.937 2.463  0.30
H 1.179 1.649 2.028  0.32
C -0.565 0.560 -0.876  0.19
H -0.477 1.019 -2.981  0.35